No. 1
The following is a quantum chemistry calculation of 17 unconnected molecules or ions with the total composition C36H114N8O17 at a distorted geometry, from the OMol25 dataset.

Structure (XYZ):
```
175
Properties=species:S:1:pos:R:3:forces:R:3:lowdin_charge:R:1
C 4.5870 -3.2594 1.3227 0.702 0.059 0.921 -0.089
C 4.6894 -4.7044 1.7284 -0.408 -1.203 -0.246 -0.291
O 4.1750 -5.5650 0.6707 0.024 0.426 0.399 -0.105
H 5.3133 -3.0250 0.5465 -0.442 -0.024 -0.424 0.082
H 4.8992 -2.6369 2.1686 -0.089 -0.056 0.045 0.082
H 3.5564 -2.9809 1.1184 0.058 0.003 -0.357 0.052
H 4.0977 -4.9381 2.6239 0.053 0.402 0.030 0.105
H 5.7088 -5.0516 1.9319 0.081 0.498 0.023 0.111
H 4.0536 -6.4218 1.0902 -0.010 -0.106 -0.246 0.074
C 2.5413 3.1564 -2.7429 -0.010 0.396 1.105 -0.085
C 1.5223 4.2140 -3.1121 0.047 -0.214 -0.808 -0.328
O 0.2526 3.9737 -2.5213 -0.004 -0.101 -0.135 -0.120
H 3.5419 3.4203 -3.0938 -0.111 -0.210 -0.317 0.066
H 2.2267 2.1561 -3.0376 0.128 0.025 -0.238 0.074
H 2.6076 3.1833 -1.6473 0.067 -0.263 -0.026 0.059
H 1.4226 4.2346 -4.2063 -0.059 0.099 0.037 0.105
H 1.8930 5.1976 -2.8162 -0.230 0.017 0.205 0.111
H -0.1221 3.2120 -3.0249 0.259 0.312 0.266 0.033
O -3.2378 4.9430 -0.4195 -0.113 -0.193 -0.021 -0.066
H -2.7386 4.5584 0.3129 0.093 0.290 -0.070 0.013
H -2.6156 5.5461 -0.8378 0.006 -0.078 0.046 0.019
O -1.2638 -3.7590 0.5616 -0.558 -0.080 0.548 -0.058
H -1.9045 -3.8885 1.3106 0.771 -0.112 -0.543 0.034
H -0.4434 -4.1582 0.8719 -0.079 0.048 -0.026 0.056
O -3.1100 -2.7405 -4.9159 0.106 -0.023 0.088 -0.071
H -2.8401 -2.7152 -3.9847 0.015 -0.083 -0.053 -0.011
H -2.2838 -2.6752 -5.4078 -0.085 0.050 0.073 0.031
O -2.3740 1.5242 2.2519 0.256 0.211 0.264 -0.072
H -1.5351 1.4448 1.7661 -0.159 0.017 0.311 0.022
H -2.9263 2.0824 1.6882 0.151 -0.044 0.326 0.042
O 3.5802 0.1949 3.4297 0.073 -0.138 0.324 -0.097
H 3.7656 1.0256 3.8803 0.018 -0.084 -0.053 0.027
H 3.4228 -0.4600 4.1479 0.134 0.147 -0.191 -0.006
O -0.5200 1.8098 -4.1581 -0.724 0.441 0.545 -0.086
H -0.8946 1.2351 -3.4480 -0.021 -0.134 -0.633 0.005
H -1.2814 2.4003 -4.3902 0.671 -0.464 -0.118 0.017
O -1.7477 -3.1139 -2.2464 0.228 -0.359 0.438 -0.088
H -1.1339 -3.7731 -2.6340 -0.289 0.295 -0.020 0.024
H -1.6921 -3.2643 -1.2771 -0.059 0.038 -0.528 0.018
C -1.3334 6.7621 -6.2856 0.065 0.024 0.681 -0.063
C -1.3140 5.3013 -5.8461 -0.953 0.056 -0.377 -0.430
C -2.6719 4.9132 -5.2403 0.968 -0.149 0.650 -0.179
O -2.5334 3.5848 -4.7348 -0.438 0.077 -0.029 -0.250
C -3.6393 3.1845 -3.9425 -0.254 -0.124 -0.016 -0.082
N -0.9810 4.4615 -7.0017 0.062 -0.482 0.387 0.047
H -0.3287 7.1042 -6.5258 -0.050 -0.112 -0.404 0.077
H -1.6741 7.4264 -5.4853 -0.118 -0.157 0.035 0.075
H -2.0241 6.8815 -7.1213 0.193 0.095 -0.164 0.078
H -0.5952 5.1163 -5.0469 0.255 0.115 -0.141 0.122
H -3.4699 4.9697 -5.9890 -0.120 0.015 0.108 0.133
H -2.8704 5.5454 -4.3653 -0.279 0.236 -0.271 0.128
H -4.5530 3.2126 -4.5453 -0.029 -0.091 0.101 0.095
H -3.7832 3.8032 -3.0491 0.170 0.211 -0.139 0.084
H -3.4616 2.1667 -3.5921 0.031 -0.033 -0.210 0.082
H -1.7269 4.5064 -7.6939 0.078 0.226 0.056 0.073
H -1.0000 3.4933 -6.6802 0.216 0.096 -0.165 0.067
C -1.7720 1.6658 -0.5635 -0.181 0.899 0.080 -0.053
C -0.9219 0.5354 -1.1213 -0.724 0.397 -0.108 -0.392
C -0.5058 -0.4432 -0.0420 0.548 0.318 0.599 -0.178
O 0.3457 0.2460 0.8830 0.045 0.106 -0.357 -0.198
C 1.0879 -0.6496 1.6862 0.243 0.311 0.173 -0.084
N -1.6711 -0.0740 -2.2219 0.525 -0.074 -0.106 0.061
H -2.5712 1.3360 0.1085 0.229 -0.426 -0.554 0.065
H -2.2769 2.2742 -1.3183 0.232 -0.256 -0.357 0.075
H -1.1598 2.3993 -0.0289 0.087 -0.172 0.098 0.078
H -0.0189 0.9968 -1.5362 0.136 -0.176 0.073 0.133
H 0.0481 -1.2860 -0.4699 -0.112 -0.055 -0.087 0.103
H -1.3438 -0.8310 0.5443 -0.318 -0.175 -0.367 0.113
H 0.4426 -1.0920 2.4537 -0.006 -0.356 -0.162 0.076
H 1.8987 -0.1289 2.1997 -0.311 0.242 -0.128 0.054
H 1.5821 -1.3968 1.0554 -0.248 -0.306 0.061 0.081
H -2.6495 -0.1817 -1.9979 -0.150 -0.042 0.111 0.089
H -1.3138 -0.9967 -2.4557 -0.143 -0.012 0.036 0.045
C 7.8019 2.5797 -0.3403 0.175 -0.572 -0.821 -0.054
C 7.1501 2.3643 -1.6978 0.410 0.194 -1.030 -0.437
C 5.7908 1.6761 -1.7116 -0.156 -0.184 0.617 -0.231
O 5.7644 0.4562 -0.9907 0.159 -0.014 -0.024 -0.182
C 4.5715 -0.2565 -1.2691 0.310 0.317 -0.426 -0.101
N 7.0316 3.6659 -2.4191 -0.968 -0.336 0.423 0.027
H 7.9140 1.6063 0.1400 -0.551 0.211 0.476 0.077
H 7.2363 3.3379 0.1991 0.093 -0.234 0.477 0.079
H 8.8347 2.8963 -0.4884 -0.135 0.451 -0.076 0.075
H 7.8201 1.7720 -2.3328 0.025 -0.125 0.254 0.137
H 5.5016 1.4584 -2.7503 0.004 0.274 -0.024 0.125
H 5.0445 2.3513 -1.2600 -0.034 0.029 -0.189 0.114
H 4.5119 -1.0859 -0.5716 -0.175 0.062 0.101 0.063
H 4.5882 -0.6512 -2.2943 0.056 -0.080 0.053 0.091
H 3.7091 0.4199 -1.2186 -0.128 -0.184 0.340 0.080
H 6.3515 4.2153 -1.8797 0.417 0.127 -0.001 0.067
H 6.4840 3.4761 -3.2628 0.420 0.069 -0.108 0.061
C -2.2295 -1.8459 4.2473 0.322 0.135 -0.400 -0.041
C -3.0085 -1.9790 2.9354 -0.220 0.012 0.656 -0.418
C -3.7241 -3.3155 2.8526 -0.143 0.523 -0.292 -0.208
O -2.7642 -4.3569 2.9005 0.027 -0.155 -0.179 -0.230
C -3.3710 -5.6419 2.8416 0.146 0.189 -0.163 -0.080
N -3.9663 -0.8644 2.7652 1.043 0.136 0.437 0.047
H -2.9033 -1.9159 5.1045 -0.068 -0.135 -0.031 0.088
H -1.7535 -0.8635 4.3007 0.036 -0.011 -0.050 0.081
H -1.4502 -2.6027 4.3381 -0.117 -0.041 0.063 0.054
H -2.3594 -1.9425 2.0608 0.341 0.032 0.124 0.105
H -4.2271 -3.3000 1.8756 -0.294 -0.354 0.159 0.124
H -4.4553 -3.4356 3.6607 -0.060 0.031 -0.043 0.137
H -2.5864 -6.3714 2.6484 0.020 0.021 0.105 0.090
H -4.0840 -5.6789 2.0107 -0.082 -0.075 0.142 0.095
H -3.8632 -5.8676 3.7919 -0.087 -0.039 -0.105 0.093
H -3.3360 -0.0855 2.5095 -0.733 -0.135 -0.097 0.041
H -4.2343 -0.5846 3.7122 -0.296 -0.113 -0.169 0.089
C -6.5157 0.9676 0.2285 -0.340 -0.988 -0.303 -0.048
C -7.0173 -0.4366 0.5684 0.396 -0.200 0.646 -0.435
C -6.2544 -1.5710 -0.1065 -0.445 -0.120 -0.910 -0.216
O -6.4251 -1.5120 -1.5239 0.636 0.288 0.530 -0.188
C -5.9193 -2.6573 -2.1574 -0.521 -0.536 -0.566 -0.126
N -6.9767 -0.6436 2.0292 0.152 -0.315 -0.055 0.024
H -7.2444 1.6517 0.6548 0.266 0.366 -0.051 0.076
H -6.4810 1.0415 -0.8597 -0.008 0.319 0.041 0.074
H -5.5132 1.1276 0.6268 -0.031 0.092 0.123 0.062
H -8.0675 -0.5177 0.2781 0.032 0.037 -0.194 0.137
H -6.6852 -2.5348 0.2127 0.140 0.091 0.283 0.120
H -5.1826 -1.5609 0.1362 -0.054 0.095 0.142 0.113
H -5.9211 -2.4517 -3.2273 0.062 -0.090 0.009 0.090
H -6.5800 -3.5143 -1.9663 -0.093 -0.006 -0.051 0.085
H -4.9202 -3.0097 -1.8754 0.183 0.594 0.271 0.078
H -7.3700 -1.5700 2.1949 -0.069 0.203 0.214 0.060
H -5.9942 -0.7279 2.3249 -0.371 0.148 -0.260 0.017
C 1.2606 -2.7414 5.2296 0.030 -1.306 0.267 -0.049
C 1.9813 -1.8930 6.2500 0.420 1.085 -0.362 -0.413
C 2.1301 -2.5890 7.5973 -0.529 0.590 0.128 -0.225
O 0.8651 -2.9192 8.1413 0.106 -0.755 -0.346 -0.198
C 0.9432 -4.0875 8.9671 -0.343 1.032 -0.529 -0.086
N 3.3133 -1.5600 5.7038 0.693 -0.561 0.401 0.017
H 0.9734 -2.2900 4.2835 -0.102 0.532 0.300 0.055
H 0.4164 -3.2211 5.7306 -0.228 0.231 -0.296 0.077
H 1.9052 -3.5800 4.9239 0.134 0.091 0.195 0.084
H 1.4903 -0.9232 6.3865 -0.289 -0.244 0.056 0.149
H 2.5753 -1.9006 8.3254 0.533 -0.048 -0.208 0.131
H 2.7946 -3.4497 7.4368 -0.212 -0.207 0.247 0.126
H 1.7406 -3.9092 9.6879 0.006 -0.508 0.257 0.088
H 1.1022 -4.9664 8.3417 0.280 -0.158 0.138 0.088
H -0.0275 -4.1714 9.4462 0.060 -0.074 0.231 0.088
H 3.8698 -2.4161 5.7958 -0.035 0.181 -0.501 0.089
H 3.8451 -0.9093 6.2835 -0.469 0.094 0.118 0.094
C 0.7891 5.8825 2.9811 0.651 -0.408 0.707 -0.064
C 0.8325 5.7270 1.4778 -0.682 0.567 -0.003 -0.429
C 1.2798 4.3623 1.0337 -0.452 -1.693 -0.562 -0.215
O 2.6259 4.1195 1.3765 0.262 0.819 -0.447 -0.173
C 2.9666 2.7920 1.6373 0.369 -0.556 0.883 -0.113
N -0.5358 5.9484 0.9631 -0.080 0.132 -0.818 0.033
H 0.1264 5.1551 3.4571 -0.200 0.007 -0.303 0.082
H 0.4860 6.8727 3.3228 -0.011 0.081 -0.231 0.074
H 1.7776 5.6742 3.4053 -0.011 0.182 -0.118 0.078
H 1.5080 6.4749 1.0389 0.210 -0.180 0.179 0.144
H 1.0949 4.2105 -0.0485 0.415 0.484 0.042 0.110
H 0.6616 3.5293 1.4253 -0.102 0.581 0.557 0.127
H 2.4002 2.0420 1.0798 -0.111 0.155 -0.125 0.080
H 2.8657 2.5859 2.7127 -0.476 -0.055 -0.086 0.075
H 4.0314 2.6273 1.4713 0.042 0.215 -0.463 0.089
H -0.5176 5.8810 -0.0586 0.165 -0.310 0.184 0.064
H -0.7940 6.9248 1.0917 0.007 -0.134 0.418 0.080
C 1.5538 -2.2175 -2.9589 0.259 -0.151 0.670 -0.040
C 1.5764 -3.5937 -2.2962 -0.405 0.375 0.320 -0.438
C 1.3482 -4.7155 -3.3099 0.770 0.305 0.289 -0.192
O 0.0418 -4.6412 -3.8273 -0.152 0.321 0.012 -0.223
C -0.4088 -5.7812 -4.5274 -0.774 0.107 0.075 -0.084
N 2.8529 -3.8027 -1.6039 -0.229 -0.297 -0.487 0.064
H 0.5778 -1.9762 -3.3710 0.024 -0.102 -0.263 0.069
H 2.3517 -2.1555 -3.6989 -0.126 0.080 -0.152 0.088
H 1.7592 -1.4752 -2.1794 0.047 0.109 -0.119 0.064
H 0.7844 -3.5986 -1.5291 -0.301 -0.189 -0.391 0.114
H 1.5632 -5.6792 -2.8287 -0.264 -0.099 -0.084 0.128
H 2.0930 -4.5655 -4.1016 -0.055 -0.209 -0.122 0.135
H -1.4064 -5.5579 -4.9140 0.036 0.200 0.161 0.089
H -0.5394 -6.5990 -3.8117 0.370 -0.311 -0.326 0.095
H 0.1849 -6.0230 -5.4121 0.408 -0.162 0.326 0.094
H 2.8023 -4.6991 -1.1259 0.360 0.119 0.110 0.054
H 2.9328 -3.1006 -0.8784 0.153 0.004 -0.044 0.032
```
Positions in Å, forces in eV/Å.

Output
- Gap between HOMO and LUMO: 8.81 eV
- Total energy: -85906.131 eV
- HOMO level: -8.81 eV
- Lowest unoccupied orbital energy: 0.0 eV
- 2S+1: 1

***

No. 2
The following is a quantum chemistry calculation of a molecular structure, C3H3HgLiO4 at a distorted geometry, from the OMol25 dataset.

Structure (XYZ):
```
12
Properties=species:S:1:pos:R:3:forces:R:3:mulliken_spin:R:1
C 0.9665 1.3144 0.3627 0.569 -0.200 1.342 0.002
C 1.1841 -0.1013 -0.0911 0.311 0.247 0.078 -0.004
O 0.0440 -0.8940 0.1198 2.246 2.689 0.581 -0.018
C -1.0608 -0.6781 -0.7080 -2.980 -5.827 -1.693 -0.033
O -2.1342 -0.2918 -0.1870 -0.215 4.002 1.666 0.020
O -1.1223 -1.5916 -1.5213 1.335 0.871 -2.304 -0.005
O -0.0825 1.7117 0.8256 -0.098 0.244 -0.768 -0.002
H 1.8857 1.9278 0.4270 -0.275 0.118 -0.321 0.001
H 1.9713 -0.5583 0.5236 0.147 0.342 -0.373 0.010
H 1.4759 -0.0639 -1.1540 0.077 -0.382 0.200 0.000
Hg -1.1885 -2.3426 1.1596 -0.989 -1.701 1.340 1.032
Li -1.9392 1.5678 0.2432 -0.128 -0.405 0.251 -0.003
```
Positions in Å, forces in eV/Å.

Output
- Gap between HOMO and LUMO (alpha / beta): 9.67 / 6.46 eV
- Total energy: -15720.786 eV
- HOMO level (alpha / beta): -13.66 / -13.64 eV
- Net charge: +1
- Lowest unoccupied orbital energy (alpha / beta): -4.0 / -7.2 eV
- 2S+1: 2

***

No. 3
The following is a quantum chemistry calculation of 2 unconnected molecules or ions with the total composition C2H8S2 at a distorted geometry, from the OMol25 dataset.

Structure (XYZ):
```
12
Properties=species:S:1:pos:R:3:forces:R:3:lowdin_charge:R:1
C 3.1815 -2.7143 -0.1049 -2.623 -2.148 -2.257 -0.452
S 1.6918 -2.7199 1.1623 2.372 2.698 -1.563 0.517
H 3.0004 -2.3102 -1.1472 -0.256 1.167 1.646 0.038
H 4.1649 -2.4916 0.2450 0.290 0.076 0.566 0.002
H 3.0982 -3.7336 -0.5930 0.653 0.261 1.592 0.021
H 1.7990 -1.2917 1.3078 -0.437 -2.053 0.015 -0.125
C -2.8374 2.6106 0.3597 2.616 -0.042 -2.007 -0.422
S -3.1944 1.6629 -1.2981 -0.025 1.872 1.552 0.552
H -1.6974 2.8100 0.2577 -2.070 0.030 0.405 0.048
H -3.3840 3.4999 0.6860 -0.178 -0.165 -0.895 0.027
H -2.9296 1.8939 1.1139 -0.225 -1.239 1.120 -0.027
H -2.8930 2.7839 -1.9892 -0.118 -0.456 -0.174 -0.177
```
Positions in Å, forces in eV/Å.

Output
- Gap between HOMO and LUMO: 9.87 eV
- SMILES: CS.CS
- Energy above the lowest of the compared OMol25 structures with the same formula, charge and spin: 1.631 eV
- Total energy: -23872.516 eV
- HOMO level: -9.15 eV
- Lowest unoccupied orbital energy: 0.7 eV
- 2S+1: 1